# 1
C2H5N2S3 | the ωB97M-V functional and the def2-TZVPD basis

Values from the calculation:
Total charge: +1
ΔE to the lowest compared entry with this formula, charge and spin (eV): 2.635
LUMO (eV): -4.5631

Structure (XYZ):
```
12
Properties=species:S:1:pos:R:3:forces:R:3
H 1.321 0.350 -1.387 0.068 -0.369 1.058
H -2.930 -2.410 0.848 0.166 -0.554 0.203
C 1.461 0.118 -0.299 0.441 -0.477 -1.344
H 2.922 -0.511 0.990 -0.709 -0.172 0.475
S -2.313 1.079 -0.347 0.540 0.930 -0.461
S -3.425 -1.472 0.058 0.350 0.731 0.281
H 3.253 -0.978 -0.536 -1.106 0.535 -0.333
H -0.312 2.585 -0.254 0.000 1.313 0.210
S 0.260 0.581 0.751 0.759 0.732 0.336
C -2.137 -0.379 0.288 -1.066 -0.497 -0.476
N -0.608 1.648 -0.183 -0.614 -2.532 0.101
N 2.508 -0.611 0.073 1.172 0.361 -0.050
```
Forces are in eV/Å.

# 2
C29H53F2N4O8 | the ωB97M-V functional and the def2-TZVPD basis

Values from the calculation:
Total charge: -1
Multiplicity: 3
⟨S²⟩: 2.01
LUMO (spin up / spin down) (eV): 2.2325 / 2.2015

Structure (XYZ):
```
96
Properties=species:S:1:pos:R:3:forces:R:3
H 0.961 -4.440 1.976 0.001 0.008 -0.026
H -2.342 5.826 -2.406 0.038 -0.139 0.037
C 1.267 0.030 -3.251 -0.679 0.468 0.655
H 2.837 -3.706 -2.528 -0.370 -0.199 0.079
H -0.028 1.442 -4.308 -0.097 0.037 -0.332
H -0.665 5.610 2.172 0.029 0.006 -0.037
C -1.018 4.658 1.771 -0.354 -0.044 0.130
C -2.733 6.022 -1.402 0.424 0.240 -0.082
N 5.067 0.557 2.063 -0.108 -0.209 -0.129
C -3.193 -4.108 -0.687 0.049 -0.613 0.143
C -3.113 4.702 -0.733 -1.448 0.316 0.833
O -1.494 3.316 -1.512 -0.247 -0.730 -0.013
O 4.364 0.159 -1.052 -0.078 -0.293 0.286
H -4.143 4.099 1.096 0.040 -0.020 -0.008
C -1.602 -3.869 2.645 -0.217 0.172 0.000
C 0.520 3.711 0.125 -0.123 -0.278 -0.450
H -0.503 3.862 2.308 0.118 -0.005 -0.101
O -0.159 -4.107 -0.647 0.471 0.292 0.015
C 4.961 -0.888 2.189 0.903 -1.315 0.617
H -2.630 -3.514 2.590 0.030 0.032 -0.042
C 3.580 -1.544 0.400 -0.140 0.002 -0.530
C 3.423 -0.163 -0.280 0.351 0.722 -0.797
N -1.910 3.874 -0.426 0.905 0.912 -1.672
N 3.714 -1.485 1.868 -0.317 0.278 -0.111
H -3.976 -4.556 1.285 0.061 0.019 0.025
C -2.144 -3.022 -0.410 -0.999 1.516 0.231
C -1.686 6.796 -0.606 0.049 -0.069 0.024
C 2.678 -0.882 4.022 -0.423 0.814 -0.342
O 5.885 -1.551 2.591 -0.560 0.675 -0.230
H -4.131 -3.634 -0.983 0.068 0.153 -0.024
C -3.442 -5.065 0.477 0.038 0.051 -0.052
H -0.959 -3.026 2.903 0.022 0.005 -0.030
H 0.613 -5.827 0.938 -0.002 0.120 -0.081
O 2.050 -2.171 -1.365 -0.056 -0.088 0.149
H -2.097 7.151 0.344 -0.041 -0.053 -0.001
H -3.436 5.716 1.209 0.035 -0.053 0.000
H -2.434 -0.905 0.069 0.018 -0.046 -0.130
C 2.634 -1.814 -3.631 0.179 -1.026 0.366
H -2.868 -4.702 -1.547 0.152 0.043 0.021
C -0.756 4.547 0.244 0.639 0.100 1.740
H -2.407 -1.885 1.486 -0.040 -0.108 -0.025
H 3.968 -2.432 -2.113 0.211 0.000 0.299
C 2.925 -2.629 -2.357 0.356 0.516 -0.395
H -1.695 -6.281 0.189 0.093 0.108 -0.044
H -1.000 -1.633 -1.623 0.073 -0.060 -0.011
F 5.738 2.232 0.738 -0.020 0.416 0.253
H 2.773 -2.479 -4.484 -0.131 -0.058 -0.241
H 0.083 -5.832 2.610 -0.136 0.065 0.056
H -3.832 -1.903 0.456 0.001 -0.034 -0.040
H 0.364 2.686 0.461 0.033 -0.023 -0.036
H 3.659 -0.617 4.410 0.298 -0.367 0.155
H -2.062 4.549 2.048 0.004 0.092 -0.083
H -2.680 -1.836 -2.126 -0.117 0.009 0.200
H 5.356 0.937 2.956 -0.091 0.256 0.090
C -2.120 -5.645 0.973 -0.318 -0.047 -0.386
C 2.597 -0.804 2.518 0.490 0.142 0.862
H -3.659 3.753 -2.623 0.107 -0.075 0.075
N -0.924 -3.577 0.248 -0.309 -1.632 -1.355
H 0.903 3.673 -0.892 -0.070 -0.074 -0.011
H -4.878 5.469 0.268 0.004 -0.049 -0.147
H 2.844 -3.502 -0.041 -0.073 -0.268 0.195
C -4.073 3.930 -1.632 0.218 -0.308 -0.358
H 0.254 6.450 0.270 0.044 -0.138 0.089
C -2.741 -1.877 0.453 0.093 0.051 0.365
H 1.985 -0.136 4.404 -0.181 0.143 0.202
C -3.926 5.012 0.540 0.118 0.097 0.223
H 3.375 -1.027 -3.726 -0.012 0.414 0.106
C 2.458 -2.481 -0.061 0.373 -0.255 0.090
O 1.325 -1.335 -3.619 0.009 0.310 -1.013
C -1.116 -4.559 1.355 -0.128 0.143 1.752
H -1.500 -3.077 -2.503 0.133 -0.025 0.090
C -0.096 0.605 -3.625 0.181 -0.308 0.466
C -1.803 -2.360 -1.742 0.524 -0.210 -0.286
H -4.095 -5.877 0.146 -0.024 0.020 0.005
H 1.297 4.155 0.748 -0.078 0.073 0.096
H -1.572 -4.575 3.476 0.108 -0.089 -0.068
O 2.408 0.513 -0.030 -0.445 -0.111 0.461
O 6.904 0.374 0.604 -1.127 0.609 0.592
H 2.071 0.606 -3.698 0.293 -0.042 -0.260
F 2.257 -2.097 4.516 0.209 -0.594 0.248
C 0.216 -5.199 1.734 0.333 -0.069 -0.386
H 0.046 5.780 -1.328 -0.050 -0.150 -0.006
H 1.667 -1.279 2.253 -0.270 -0.038 -0.426
H 1.576 -2.450 0.567 -0.156 0.202 0.096
H -0.696 -0.208 -4.019 -0.216 0.042 -0.321
H 2.551 0.255 2.277 -0.144 0.150 -0.376
H -0.570 0.957 -2.715 -0.279 0.201 0.038
C -0.457 5.922 -0.367 -0.329 0.287 -0.475
H -4.332 2.966 -1.191 0.051 -0.014 0.000
H 4.506 -1.963 0.025 0.361 -0.022 0.029
H -1.394 7.690 -1.163 0.007 0.011 0.026
H -2.297 -6.295 1.833 0.110 0.069 0.089
H -3.628 6.634 -1.535 -0.100 -0.113 0.047
H -4.993 4.500 -1.763 0.014 0.100 0.121
H 1.366 0.127 -2.174 0.410 -0.106 0.190
C 5.984 0.974 1.081 1.227 -0.939 -0.986
```
Forces are in eV/Å.

# 3
C39H47CsN8O5SSe | the ωB97M-V functional and the def2-TZVPD basis

Values from the calculation:
Total charge: -1
Multiplicity: 2
ΔE to the lowest compared entry with this formula, charge and spin (eV): 2.877
⟨S²⟩: 0.78
LUMO (spin up / spin down) (eV): 1.6511 / 1.6506

Structure (XYZ):
```
102
Properties=species:S:1:pos:R:3:forces:R:3
C 1.304 -7.133 -4.049 -0.037 0.008 0.011
H -4.862 -0.644 -2.841 -0.013 -0.001 0.001
H 1.465 -4.027 -0.197 -0.043 0.008 0.020
C -1.585 3.230 -0.386 -0.004 -0.084 0.145
H 3.264 -5.386 -0.787 0.058 -0.004 -0.022
C 1.784 -5.332 1.459 0.044 0.011 0.111
Se 1.099 -2.307 -2.639 0.206 0.614 0.183
C 0.866 6.358 -1.117 0.051 -0.031 0.001
H 1.807 -6.230 0.854 -0.033 -0.011 -0.003
C -1.046 6.792 0.453 0.178 -0.049 -0.066
H -2.562 -2.693 -2.664 -0.005 -0.001 0.000
N -1.688 2.310 -1.337 -0.069 -0.133 0.016
C 1.590 -4.083 0.884 0.025 0.091 0.014
H -0.653 -4.132 2.064 0.014 0.012 0.012
C 1.444 6.795 -2.305 -0.021 -0.029 -0.031
H 2.883 6.415 -3.835 0.010 0.003 0.005
C 1.182 -5.396 -2.577 -0.142 -0.034 -0.038
C -1.590 4.600 -0.644 -0.024 -0.066 -0.016
H 3.547 3.494 -3.900 0.000 0.005 -0.006
H -1.482 -6.013 -2.818 -0.006 -0.003 -0.002
H 1.895 4.456 6.522 -0.007 -0.002 0.006
O -2.310 -3.004 1.762 0.081 0.014 -0.063
C -1.716 -4.279 1.909 -0.042 -0.022 0.036
H 2.059 -6.307 3.394 -0.004 0.008 0.014
C 1.891 -1.690 5.112 -0.006 -0.008 0.028
C 0.246 3.968 3.088 -0.011 0.025 0.014
O -1.423 7.592 1.289 -0.048 0.007 -0.034
H 1.619 2.175 5.580 -0.001 0.003 0.005
C 2.536 -6.961 -3.527 -0.014 0.016 0.075
H -1.952 4.342 -3.988 0.001 -0.008 -0.001
H 2.812 -2.232 5.341 -0.010 -0.018 0.009
O -3.782 -1.003 0.262 0.113 0.147 -0.080
C -1.842 4.049 -2.952 0.021 -0.001 -0.002
H -1.885 1.922 -3.342 -0.011 -0.007 -0.006
H 1.112 6.431 5.246 0.014 0.004 -0.004
H -5.525 -1.445 -0.743 0.001 0.028 -0.021
C -1.732 5.012 -1.961 -0.118 0.036 -0.060
C -4.435 -1.436 -0.903 -0.028 -0.084 0.030
C 1.276 3.045 5.037 0.040 0.002 -0.014
H 1.999 -0.656 5.429 0.004 -0.009 -0.004
H 1.085 -2.142 5.701 0.003 -0.016 -0.005
H -1.493 2.856 0.634 0.062 0.012 -0.001
C 0.408 5.253 3.592 0.006 -0.024 0.008
H -3.785 -1.050 2.263 -0.041 0.017 0.009
O -2.819 -0.623 -2.581 -0.029 -0.011 0.015
N 2.433 -5.908 -2.636 0.040 0.031 0.004
H 0.911 4.833 0.401 0.060 0.015 -0.028
C 0.997 5.435 4.836 -0.003 -0.020 -0.021
C 3.952 4.036 -3.042 -0.023 0.004 0.008
C 2.307 4.437 -1.171 -0.026 -0.019 0.014
C 1.587 -1.718 3.635 0.060 0.181 -0.096
H -3.437 -1.965 -4.038 -0.001 -0.003 0.005
C -1.812 2.708 -2.600 0.076 0.063 0.045
N -1.475 5.487 0.442 -0.211 -0.030 0.099
H -1.252 -6.753 -4.417 -0.011 -0.002 0.006
H 2.635 3.513 -0.710 0.015 0.005 0.016
N 0.501 -6.176 -3.453 0.044 -0.028 -0.082
S 1.889 0.719 -3.527 0.007 0.387 0.245
H -2.142 -4.808 2.771 -0.008 -0.001 -0.001
C -4.120 -0.491 -2.044 0.093 0.022 -0.022
C 3.528 -5.366 -1.843 -0.009 -0.042 -0.008
H 3.722 -4.334 -2.134 0.017 0.000 -0.009
H -1.766 6.063 -2.211 0.030 -0.002 0.016
H 1.952 -4.217 4.659 -0.002 0.003 0.005
H 0.938 -7.841 -4.771 -0.001 -0.009 0.002
C 2.887 4.855 -2.363 0.014 0.022 -0.019
N -0.153 7.149 -0.539 -0.067 0.108 -0.024
H -1.868 5.189 1.323 -0.055 0.025 -0.033
H -1.060 -5.001 -4.209 -0.005 -0.007 -0.010
C 1.491 -0.678 -3.001 -0.163 -0.921 -0.418
H -5.300 -1.623 1.517 -0.004 -0.036 -0.005
H -1.870 -4.888 1.009 0.012 0.003 -0.001
H 4.421 -5.965 -2.012 0.007 -0.002 0.001
Cs -0.099 -0.273 0.522 -0.122 -1.251 -1.529
H -4.137 -2.457 -1.173 -0.050 -0.017 0.033
H -0.213 3.799 2.124 -0.036 -0.021 0.026
H 3.454 -7.496 -3.696 0.005 0.003 -0.011
C 1.318 5.177 -0.541 0.101 0.009 0.029
N 1.267 0.574 3.659 0.271 -0.085 -0.013
C 0.671 2.846 3.796 -0.080 0.055 0.020
H 4.375 3.301 -2.359 0.002 -0.007 -0.002
C 1.918 -5.364 2.876 0.004 -0.100 -0.077
C 1.666 -2.945 2.916 0.066 -0.062 -0.071
O -0.521 1.361 2.358 0.259 1.061 0.929
C -3.697 -3.060 1.597 0.030 0.003 0.034
H -1.682 -1.715 -3.841 -0.005 0.006 -0.001
C -4.203 -1.643 1.448 0.029 0.035 0.003
C 0.446 1.483 3.205 -0.306 -0.064 0.276
H -4.192 0.535 -1.683 0.006 0.004 0.005
C 2.446 6.056 -2.910 -0.002 -0.005 -0.004
H 4.763 4.669 -3.407 0.004 -0.001 -0.004
H 0.066 6.113 3.026 0.002 0.002 0.002
N 1.242 -0.630 2.973 -0.258 0.195 0.293
C -2.627 -1.812 -3.311 0.013 0.004 -0.010
C 1.862 -4.196 3.580 0.000 0.105 -0.067
C 1.431 4.323 5.551 0.010 0.006 0.011
N 1.523 -2.925 1.525 -0.109 -0.030 0.064
H -3.962 -3.680 0.726 -0.008 0.009 0.002
H -0.028 8.148 -0.587 0.063 0.001 0.076
C -0.907 -5.973 -3.741 0.058 -0.008 0.007
H -4.179 -3.514 2.477 0.003 -0.007 -0.003
H 1.097 7.717 -2.760 -0.006 0.001 0.002
```
Forces are in eV/Å.

Respective total energy values: -1382.91156 -2157.36989 -5148.26908 hartree.